No. 1
{
  "formula": "C2H4O2PS",
  "method": "ωB97M-V/def2-TZVPD",
  "species": ["C", "H", "P", "S", "H", "O", "C", "H", "H", "O"],
  "xyz": [[0.47537, -0.66012, 1.11267], [-0.19375, -1.18688, -0.74829], [-1.33595, 0.86681, 0.03386], [-1.10910, 2.41249, 1.22239], [2.08420, -0.12474, -1.85356], [-2.43820, 0.91431, -0.90884], [-0.49028, -0.65542, 0.14060], [1.39146, -1.15193, 1.13093], [0.43197, -0.16340, 2.11079], [1.18428, -0.25112, -2.24055]],
  "homo_energy_ev": [-3.1, -3.1],
  "de_lowest_kcal_mol": 86.1,
  "total_charge": -1
}

No. 2
{
  "formula": "C2H4O2Pr",
  "method": "ωB97M-V/def2-TZVPD",
  "species": ["O", "H", "C", "H", "H", "O", "H", "Pr", "C"],
  "xyz": [[0.29131, 1.44715, 0.08229], [-1.28008, -1.02306, -0.93024], [-0.89123, 0.82879, -0.00480], [-1.40246, -0.48110, 0.92222], [0.72922, -1.98419, 0.01293], [0.63520, -1.02448, 0.00330], [0.20581, 2.41224, 0.11176], [2.42707, 0.41839, -0.10481], [-0.71484, -0.59375, -0.09265]],
  "homo_energy_ev": [-22.6, -24.5],
  "s2": 2.36,
  "spin_multiplicity": 3,
  "total_charge": 3
}

No. 3
{
  "formula": "C2H4O2S",
  "method": "ωB97M-V/def2-TZVPD",
  "species": ["O", "H", "S", "C", "C", "H", "H", "H", "O"],
  "xyz": [[0.52369, -1.24132, -0.27196], [-1.10362, 0.49771, 0.67239], [2.30877, 0.09672, 1.11917], [-0.18968, 0.96173, 0.07908], [0.86663, -0.03633, 0.22286], [-1.15398, -2.08442, -0.40233], [0.13509, 2.00549, 0.34648], [-0.60399, 1.02376, -0.93160], [-0.78291, -1.22336, -0.83408]],
  "homo_energy_ev": -8.8,
  "smiles": "CC(=S)OO",
  "de_lowest_kcal_mol": 89.5
}

No. 4
{
  "formula": "C2H4O2S",
  "method": "ωB97M-V/def2-TZVPD",
  "species": ["C", "H", "H", "H", "H", "O", "O", "S", "C"],
  "xyz": [[-0.64889, 0.40117, -0.28706], [-1.70202, -0.61621, 1.44973], [-1.88245, -1.36098, -0.36897], [-0.28775, 0.42734, -1.26501], [-0.10624, 1.08480, 0.40201], [2.23670, 0.81338, -1.15804], [2.07439, 0.04379, 1.14792], [1.76272, -0.24542, -0.26912], [-1.44646, -0.54787, 0.34855]],
  "homo_energy_ev": -10.4,
  "de_lowest_kcal_mol": 58.9
}

No. 5
{
  "formula": "C2H4O2S",
  "method": "ωB97M-V/def2-TZVPD",
  "species": ["H", "H", "O", "H", "C", "S", "H", "C", "O"],
  "xyz": [[-1.13551, 0.13027, 1.56483], [-1.03478, -1.43614, -0.56667], [1.85324, 1.00963, -0.58333], [-0.64017, 0.19402, -1.51403], [-0.79206, 0.31529, 0.49737], [1.53351, 0.16566, 0.53378], [-0.56980, 1.32180, 0.30593], [-0.80652, -0.43122, -0.59391], [1.59209, -1.26931, 0.35605]],
  "homo_energy_ev": -10.0,
  "de_lowest_kcal_mol": 60.9
}

No. 6
{
  "formula": "C2H4O2S2",
  "method": "ωB97M-V/def2-TZVPD",
  "species": ["H", "C", "O", "C", "S", "H", "H", "H", "S", "O"],
  "xyz": [[0.54184, 0.27566, -1.26145], [-0.36024, 0.48927, 0.61619], [-2.94597, 0.01881, 0.90517], [0.82527, 0.29573, -0.20843], [1.74551, -1.29051, 0.16009], [2.77911, -1.01962, -0.63038], [1.53935, 1.09875, -0.02294], [-0.30761, 0.29796, 1.78545], [-1.81094, -0.11614, 0.03850], [-2.00631, -0.04992, -1.38220]],
  "homo_energy_ev": -9.7,
  "smiles": "O=S(=O)=CCS",
  "de_lowest_kcal_mol": 63.9
}

No. 7
{
  "formula": "C2H4O2S2",
  "method": "ωB97M-V/def2-TZVPD",
  "species": ["O", "O", "S", "H", "H", "H", "S", "H", "C", "C"],
  "xyz": [[1.48878, -0.76152, -1.33800], [2.04294, -0.75705, 1.08136], [0.64558, 1.73612, 0.16175], [-0.82799, 0.67000, -1.35172], [-0.93733, -1.58833, -0.03358], [-0.49115, -0.60690, 1.47297], [1.20538, -0.31499, -0.02177], [-1.63987, 1.49610, 0.00606], [-0.92219, 0.78189, -0.32825], [-0.56417, -0.65532, 0.35119]],
  "homo_energy_ev": -10.0,
  "de_lowest_kcal_mol": 41.1
}

No. 8
{
  "formula": "C2H4O2S2",
  "method": "ωB97M-V/def2-TZVPD",
  "species": ["S", "C", "O", "H", "C", "S", "H", "O", "H", "H"],
  "xyz": [[1.09231, -1.00765, 0.67067], [-0.31686, 1.36291, 0.38055], [-0.66691, 3.39859, 2.21599], [-1.24577, -0.67366, 0.40994], [-0.39507, -0.05126, 0.08169], [-0.91953, 1.96071, 1.89775], [-0.31748, -0.05472, -0.96439], [-2.16268, 1.37997, 2.41066], [0.73227, 1.62100, 0.13402], [1.83627, -0.00933, 0.09254]],
  "homo_energy_ev": [-9.6, -9.6],
  "smiles": "O=S(=O)=CCS",
  "de_lowest_kcal_mol": 78.2
}

Values of strongest force on any atom, in order: 3.7; 3.2; 3.0; 5.3; 3.0; 3.7; 3.4; 3.4, all in eV/A.